1.
Density functional theory data (ωB97M-V/def2-TZVPD) for a 2-piece molecular cluster, CH3N3O overall at a distorted geometry.

Each line ends with the Mulliken charge.
Geometry (Å):
C: -2.323 -0.153 0.113  0.432
N: 2.427 0.403 0.309  -0.203
N: -1.467 0.550 -0.276  -0.287
N: 2.276 -0.803 0.274  -0.192
O: -3.010 -0.937 0.606  -0.406
H: 1.662 0.994 0.034  0.194
H: -1.018 1.135 -0.922  0.260
H: 1.454 -1.188 -0.137  0.202

The calculation puts the HOMO energy at -9.30 eV. Its net charge is 0. The relative energy (zero: lowest compared OMol25 entry of this formula, charge and spin) comes out at 56.80 kcal per mole. The SMILES is [H]/N=N\[H].N=C=O. The calculation puts the HOMO-LUMO gap at 9.7 eV. The spin multiplicity is 1. The value obtained for the LUMO energy is 0.409 eV.

***

2.
Density functional theory data (ωB97M-V/def2-TZVPD) for a 2-piece molecular cluster, CH3N3O overall at a distorted geometry.

Each line ends with the Mulliken charge.
Geometry (Å):
C: 0.556 -0.246 1.202  0.457
N: 0.822 -0.631 0.091  -0.494
N: 0.587 0.276 2.282  -0.464
N: -1.124 0.780 -1.904  -0.036
O: -0.963 -0.311 -1.404  -0.202
H: 0.765 -1.557 -0.277  0.269
H: -0.107 0.782 2.784  0.261
H: -0.536 0.907 -2.772  0.209

The calculation puts the HOMO energy at -9.47 eV. Its net charge is 0. The relative energy (zero: lowest compared OMol25 entry of this formula, charge and spin) comes out at 93.24 kcal per mole. The SMILES is N=C=N.N=O. The calculation puts the HOMO-LUMO gap at 9.3 eV. The spin multiplicity is 1. The value obtained for the LUMO energy is -0.182 eV.

***

3.
Density functional theory data (ωB97M-V/def2-TZVPD) for one molecule with the formula CH3N3O at a distorted geometry.

Each line ends with the Mulliken charge.
Geometry (Å):
C: 0.993 -0.013 -0.056  0.375
N: 0.004 -0.978 0.218  -0.140
N: -0.048 1.004 0.064  -0.179
N: -1.058 -0.007 0.180  -0.296
O: 2.176 0.060 -0.173  -0.534
H: -0.113 -1.951 -0.054  0.258
H: -0.164 1.958 0.514  0.269
H: -1.790 -0.073 -0.693  0.247

The calculation puts the HOMO energy at -8.81 eV. Its net charge is 0. The relative energy (zero: lowest compared OMol25 entry of this formula, charge and spin) comes out at 71.11 kcal per mole. The SMILES is O=c1[nH][nH][nH]1. The calculation puts the HOMO-LUMO gap at 9.7 eV. The spin multiplicity is 1. The value obtained for the LUMO energy is 0.936 eV.